Record 1
Here is the molecule C21H24N2O6S from the Open Molecules 2025 dataset. Energies are from ωB97M-V with the def2-TZVPD basis set.

* LUMO level: 0.42 eV
* HOMO energy: -0.312 Ha
* orbital gap: 8.91 eV
* SMILES string: CCOC(=O)CSC1=C(C#N)[C@H](c2ccccc2OCC)[C@@H](C(=O)OCC)C(=O)N1
* relative energy (zero: lowest compared OMol25 entry of this formula, charge and spin): 1.0954 eV

Bonds (Å) are listed after each position.
Atoms and positions in Å:
1 S -1.49 1.92 -1.73  C24 1.809, C29 1.764
2 O 2.46 0.68 -0.96  C19 1.361, C30 1.415
3 O 1.51 -1.69 -2.58  C22 1.207
4 O -1.33 -2.40 -0.05  C11 1.204
5 O -3.28 0.97 0.24  C23 1.321, C28 1.432
6 O -4.19 2.90 0.93  C23 1.200
7 O 0.31 -3.91 -0.28  C11 1.324, C20 1.432
8 N -1.00 1.88 2.37  C25 1.150
9 N 0.04 -0.14 -1.90  C22 1.364, C29 1.381, H32 1.013
10 C 4.41 1.27 2.11  C14 1.384, C17 1.381, H37 1.080
11 C -0.17 -2.68 -0.17  O4 1.204, O7 1.324, C26 1.524
12 C -0.21 0.52 0.37  C13 1.520, C25 1.398, C29 1.348
13 C 0.75 -0.56 0.82  C12 1.520, C21 1.513, C26 1.535, H53 1.097
14 C 4.07 1.30 0.77  C10 1.384, C19 1.390, H41 1.078
15 C -1.02 -5.38 1.13  C20 1.521, H33 1.086, H48 1.087, H52 1.087
16 C 3.05 2.72 -2.17  C30 1.525, H34 1.086, H42 1.088, H47 1.088
17 C 3.58 0.66 3.03  C10 1.381, C18 1.384, H51 1.079
18 C 2.41 0.07 2.60  C17 1.384, C21 1.385, H39 1.080
19 C 2.89 0.71 0.33  O2 1.361, C14 1.390, C21 1.404
20 C -0.63 -4.99 -0.28  O7 1.432, C15 1.521, H49 1.091, H54 1.095
21 C 2.05 0.08 1.26  C13 1.513, C18 1.385, C19 1.404
22 C 0.92 -1.16 -1.68  O3 1.207, N9 1.364, C26 1.521
23 C -3.36 2.28 0.32  O5 1.321, O6 1.200, C24 1.522
24 C -2.25 2.96 -0.46  S1 1.809, C23 1.522, H43 1.090, H44 1.091
25 C -0.68 1.31 1.43  N8 1.150, C12 1.398
26 C 0.96 -1.65 -0.24  C11 1.524, C13 1.535, C22 1.521, H31 1.093
27 C -4.42 -1.13 0.26  C28 1.517, H35 1.086, H38 1.087, H46 1.086
28 C -4.22 0.19 0.98  O5 1.432, C27 1.517, H40 1.095, H50 1.095
29 C -0.51 0.69 -0.94  S1 1.764, N9 1.381, C12 1.348
30 C 3.26 1.21 -2.00  O2 1.415, C16 1.525, H36 1.094, H45 1.095
31 H 1.90 -2.17 -0.08  C26 1.093
32 H -0.09 0.13 -2.87  N9 1.013
33 H -1.68 -6.24 1.10  C15 1.086
34 H 3.64 3.07 -3.01  C16 1.086
35 H -5.08 -1.77 0.84  C27 1.086
36 H 2.92 0.68 -2.90  C30 1.094
37 H 5.33 1.74 2.43  C10 1.080
38 H -4.86 -0.96 -0.72  C27 1.087
39 H 1.75 -0.40 3.31  C18 1.080
40 H -5.15 0.75 1.08  C28 1.095
41 H 4.73 1.79 0.07  C14 1.078
42 H 3.36 3.25 -1.28  C16 1.088
43 H -1.48 3.32 0.22  C24 1.090
44 H -2.66 3.82 -1.00  C24 1.091
45 H 4.31 0.97 -1.85  C30 1.095
46 H -3.47 -1.63 0.13  C27 1.086
47 H 2.00 2.93 -2.36  C16 1.088
48 H -1.54 -4.56 1.62  C15 1.087
49 H -0.11 -5.81 -0.79  C20 1.091
50 H -3.80 0.03 1.98  C28 1.095
51 H 3.84 0.65 4.08  C17 1.079
52 H -0.13 -5.63 1.71  C15 1.087
53 H 0.31 -1.04 1.71  C13 1.097
54 H -1.51 -4.69 -0.85  C20 1.095

=====

Record 2
Here is the molecule C21H24N2O6S from the Open Molecules 2025 dataset. Energies are from ωB97M-V with the def2-TZVPD basis set.

* LUMO level: 0.40 eV
* HOMO energy: -0.284 Ha
* orbital gap: 8.12 eV
* SMILES string: O=C(CCc1ccc(S(=O)(=O)N2CCOCC2)cc1)Nc1ccc2c(c1)OCCO2
* relative energy (zero: lowest compared OMol25 entry of this formula, charge and spin): 2.2116 eV

Bonds (Å) are listed after each position.
Atoms and positions in Å:
1 S -0.03 0.71 1.77  O3 1.431, O6 1.441, N9 1.684, C17 1.782
2 O 1.50 0.42 5.39  C16 1.411, C24 1.412
3 O -0.87 1.86 1.76  S1 1.431
4 O -2.92 -0.20 -3.07  C12 1.209
5 O 2.95 2.44 -1.74  C20 1.369, C29 1.411
6 O 1.38 0.90 1.51  S1 1.441
7 O 0.18 2.95 -1.28  C25 1.363, C28 1.414
8 N -0.90 -1.14 -3.56  C12 1.363, C30 1.404, H47 1.010
9 N -0.28 -0.08 3.24  S1 1.684, C11 1.450, C14 1.451
10 C -2.01 -0.67 0.50  C17 1.381, C26 1.382, H50 1.078
11 C 0.75 -1.03 3.60  N9 1.450, C24 1.533, H43 1.090, H51 1.095
12 C -2.24 -1.17 -3.31  O4 1.209, N8 1.363, C27 1.526
13 C 0.23 -1.38 0.00  C17 1.380, C23 1.384, H34 1.079
14 C -0.67 0.77 4.35  N9 1.451, C16 1.530, H32 1.089, H45 1.095
15 C -0.36 0.98 -2.47  C25 1.388, C30 1.386, H35 1.076
16 C 0.56 1.41 5.00  O2 1.411, C14 1.530, H49 1.091, H52 1.101
17 C -0.65 -0.54 0.66  S1 1.782, C10 1.381, C13 1.380
18 C -1.64 -2.46 -1.07  C21 1.507, C23 1.391, C26 1.393
19 C 1.38 -0.45 -3.32  C22 1.380, C30 1.393, H38 1.080
20 C 1.96 1.59 -2.17  O5 1.369, C22 1.388, C25 1.400
21 C -2.16 -3.39 -2.13  C18 1.507, C27 1.549, H39 1.091, H42 1.091
22 C 2.34 0.43 -2.84  C19 1.380, C20 1.388, H44 1.078
23 C -0.27 -2.34 -0.86  C13 1.384, C18 1.391, H36 1.081
24 C 1.93 -0.34 4.29  O2 1.412, C11 1.533, H41 1.099, H54 1.091
25 C 0.60 1.85 -1.97  O7 1.363, C15 1.388, C20 1.400
26 C -2.51 -1.63 -0.37  C10 1.382, C18 1.393, H40 1.079
27 C -2.80 -2.59 -3.29  C12 1.526, C21 1.549, H33 1.089, H37 1.091
28 C 1.20 3.53 -0.49  O7 1.414, C29 1.527, H46 1.097, H48 1.090
29 C 2.46 3.70 -1.33  O5 1.411, C28 1.527, H31 1.100, H53 1.091
30 C 0.03 -0.17 -3.14  N8 1.404, C15 1.386, C19 1.393
31 H 2.24 4.31 -2.21  C29 1.100
32 H -1.34 1.53 3.96  C14 1.089
33 H -3.88 -2.50 -3.15  C27 1.089
34 H 1.29 -1.24 0.14  C13 1.079
35 H -1.39 1.21 -2.31  C15 1.076
36 H 0.42 -2.98 -1.39  C23 1.081
37 H -2.63 -3.08 -4.24  C27 1.091
38 H 1.69 -1.35 -3.82  C19 1.080
39 H -1.35 -4.01 -2.51  C21 1.091
40 H -3.57 -1.71 -0.53  C26 1.079
41 H 2.43 0.31 3.55  C24 1.099
42 H -2.91 -4.06 -1.71  C21 1.091
43 H 1.07 -1.53 2.69  C11 1.090
44 H 3.39 0.24 -2.98  C22 1.078
45 H -1.19 0.14 5.08  C14 1.095
46 H 1.41 2.89 0.37  C28 1.097
47 H -0.47 -2.01 -3.85  N8 1.010
48 H 0.81 4.49 -0.16  C28 1.090
49 H 0.30 1.95 5.90  C16 1.091
50 H -2.67 0.00 1.03  C10 1.078
51 H 0.30 -1.77 4.28  C11 1.095
52 H 1.02 2.09 4.27  C16 1.101
53 H 3.26 4.16 -0.75  C29 1.091
54 H 2.63 -1.07 4.68  C24 1.091

=====

Record 3
Here is the molecule C21H24N4O3S from the Open Molecules 2025 dataset. Energies are from ωB97M-V with the def2-TZVPD basis set.

* LUMO level: 0.38 eV
* HOMO energy: -0.310 Ha
* orbital gap: 8.81 eV
* SMILES string: CCNC(=O)C[C@@H]1C(=O)N(c2ccc(OC)cc2)C(=S)N1CCc1ccncc1
* relative energy (zero: lowest compared OMol25 entry of this formula, charge and spin): 0.2256 eV

Bonds (Å) are listed after each position.
Atoms and positions in Å:
1 S 1.31 2.26 -0.06  C24 1.634
2 O -2.87 -1.68 1.65  C19 1.212
3 O 7.51 0.65 0.54  C17 1.408, C23 1.357
4 O 2.15 -2.63 -0.18  C18 1.204
5 N -5.76 2.95 0.01  C10 1.323, C13 1.322
6 N 2.08 -0.33 -0.08  C18 1.367, C22 1.419, C24 1.391
7 N -2.60 -2.94 -0.20  C19 1.348, C21 1.448, H30 1.008
8 N -0.11 0.02 -0.22  C11 1.440, C14 1.438, C24 1.348
9 C 5.43 1.12 -0.66  C20 1.383, C23 1.391, H37 1.078
10 C -5.64 1.72 0.49  N5 1.323, C12 1.385, H42 1.083
11 C -1.36 0.72 -0.40  N8 1.440, C27 1.536, H44 1.096, H49 1.092
12 C -4.42 1.15 0.81  C10 1.385, C25 1.390, H52 1.079
13 C -4.66 3.66 -0.16  N5 1.322, C29 1.386, H31 1.082
14 C 0.03 -1.41 -0.25  N8 1.438, C18 1.531, C26 1.537, H43 1.099
15 C 4.20 -0.72 1.02  C22 1.390, C28 1.376, H32 1.078
16 C -4.44 -2.20 -1.66  C21 1.526, H38 1.086, H40 1.088, H48 1.088
17 C 8.20 1.59 -0.26  O3 1.408, H34 1.094, H39 1.095, H45 1.089
18 C 1.55 -1.59 -0.17  O4 1.204, N6 1.367, C14 1.531
19 C -2.14 -2.22 0.84  O2 1.212, N7 1.348, C26 1.525
20 C 4.08 0.85 -0.80  C9 1.383, C22 1.385, H46 1.078
21 C -4.02 -3.08 -0.49  N7 1.448, C16 1.526, H33 1.092, H36 1.093
22 C 3.46 -0.06 0.05  N6 1.419, C15 1.390, C20 1.385
23 C 6.18 0.47 0.32  O3 1.357, C9 1.391, C28 1.398
24 C 1.08 0.64 -0.12  S1 1.634, N6 1.391, N8 1.348
25 C -3.26 1.89 0.63  C12 1.390, C27 1.499, C29 1.390
26 C -0.62 -2.15 0.93  C14 1.537, C19 1.525, H41 1.093, H51 1.091
27 C -1.92 1.30 0.91  C11 1.536, C25 1.499, H35 1.091, H53 1.090
28 C 5.55 -0.46 1.15  C15 1.376, C23 1.398, H47 1.078
29 C -3.39 3.18 0.13  C13 1.386, C25 1.390, H50 1.080
30 H -1.96 -3.39 -0.83  N7 1.008
31 H -4.81 4.66 -0.54  C13 1.082
32 H 3.72 -1.44 1.67  C15 1.078
33 H -4.55 -2.77 0.42  C21 1.092
34 H 7.79 2.59 -0.14  C17 1.094
35 H -1.23 2.05 1.28  C27 1.091
36 H -4.24 -4.13 -0.70  C21 1.093
37 H 5.89 1.84 -1.32  C9 1.078
38 H -5.50 -2.35 -1.87  C16 1.086
39 H 8.19 1.30 -1.31  C17 1.095
40 H -4.28 -1.15 -1.43  C16 1.088
41 H -0.21 -3.16 0.96  C26 1.093
42 H -6.56 1.17 0.62  C10 1.083
43 H -0.34 -1.82 -1.20  C14 1.099
44 H -1.19 1.54 -1.11  C11 1.096
45 H 9.23 1.57 0.11  C17 1.089
46 H 3.51 1.36 -1.56  C20 1.078
47 H 6.14 -0.97 1.90  C28 1.078
48 H -3.88 -2.46 -2.56  C16 1.088
49 H -2.07 0.02 -0.84  C11 1.092
50 H -2.52 3.81 -0.02  C29 1.080
51 H -0.36 -1.64 1.86  C26 1.091
52 H -4.36 0.14 1.21  C12 1.079
53 H -2.02 0.50 1.64  C27 1.090